Entry a
# H14O7

A 7-piece molecular cluster, H14O7 overall (ωB97M-V/def2-TZVPD, OMol25).

## Properties
Structure (SMILES): O.O.O.O.O.O.O
HOMO level: -0.373 Ha

CARTESIAN COORDINATES (ANGSTROEM)
1 O -0.13 -3.82 1.42
2 H -0.77 -4.50 1.64
3 H -0.60 -2.98 1.53
4 O -1.48 4.24 -1.46
5 H -1.65 4.29 -2.40
6 H -1.11 3.36 -1.33
7 O -1.40 1.40 -2.27
8 H -0.83 1.12 -2.99
9 H -2.29 1.19 -2.55
10 O 2.37 0.03 -1.22
11 H 1.47 0.11 -0.87
12 H 2.76 0.90 -1.12
13 O -0.13 0.06 0.12
14 H -0.79 0.57 -0.36
15 H -0.48 -0.05 1.01
16 O 3.06 -2.14 0.66
17 H 2.73 -1.39 0.14
18 H 2.32 -2.76 0.68
19 O -0.87 -0.13 2.86
20 H -0.39 0.54 3.36
21 H -1.79 -0.06 3.15



Entry b
# H14O7

A 7-piece molecular cluster, H14O7 overall (ωB97M-V/def2-TZVPD, OMol25).

## Properties
Structure (SMILES): O.O.O.O.O.O.O
HOMO level: -0.411 Ha

CARTESIAN COORDINATES (ANGSTROEM)
1 O 2.79 -1.20 0.65
2 H 3.27 -0.71 -0.08
3 H 3.33 -1.97 0.74
4 O -2.07 1.21 -0.31
5 H -2.94 0.82 -0.23
6 H -1.88 1.67 0.50
7 O -0.10 0.73 -3.08
8 H -0.57 1.09 -2.32
9 H -0.50 -0.14 -3.16
10 O -0.16 -0.01 2.59
11 H 0.70 -0.14 3.01
12 H -0.17 -0.39 1.71
13 O -0.26 -0.80 -0.19
14 H 0.52 -0.49 -0.61
15 H -0.90 0.01 -0.18
16 O 2.98 -0.50 -2.42
17 H 2.51 -1.28 -2.58
18 H 2.31 0.15 -2.58
19 O -3.13 0.71 2.49
20 H -2.22 0.29 2.68
21 H -3.51 0.95 3.37



The structure with the least stability is entry a.



Entry a
# H14O7

A 7-piece molecular cluster, H14O7 overall (ωB97M-V/def2-TZVPD, OMol25).

## Properties
Structure (SMILES): O.O.O.O.O.O.O
HOMO level: -0.416 Ha

CARTESIAN COORDINATES (ANGSTROEM)
1 H -1.36 0.09 1.57
2 H -2.50 0.66 1.08
3 H -2.30 1.25 -2.25
4 H -2.18 0.21 -1.20
5 H -1.35 -1.60 -0.61
6 H -2.49 -1.20 0.20
7 H -0.63 1.18 0.06
8 H 0.87 1.27 0.44
9 H 3.61 -1.44 0.28
10 H 2.28 -1.11 -0.37
11 H 0.48 -0.48 0.10
12 H 0.50 -1.60 1.13
13 H 3.01 0.71 0.07
14 H 2.47 2.02 -0.67
15 O -2.29 -0.07 1.68
16 O -2.06 1.14 -1.36
17 O -2.23 -1.28 -0.76
18 O -0.07 1.12 0.76
19 O 3.26 -0.90 -0.43
20 O 0.66 -1.47 0.15
21 O 2.31 1.50 0.13



Entry b
# H14O7

A 7-piece molecular cluster, H14O7 overall (ωB97M-V/def2-TZVPD, OMol25).

## Properties
HOMO level: -0.364 Ha

CARTESIAN COORDINATES (ANGSTROEM)
1 O 22.99 28.20 24.67
2 H 22.72 28.99 24.27
3 H 22.16 27.88 25.17
4 H 23.14 27.43 23.92
5 O 20.84 27.41 26.01
6 H 20.01 27.73 25.80
7 O 18.63 26.38 28.26
8 H 18.39 27.32 28.14
9 H 19.62 26.22 28.25
10 O 20.64 25.98 23.85
11 H 20.47 26.53 24.66
12 H 19.88 26.44 23.58
13 O 18.30 29.55 27.97
14 H 18.40 29.72 28.86
15 H 19.26 29.49 27.68
16 O 21.20 29.74 27.26
17 H 21.92 29.84 27.88
18 H 21.19 28.85 26.91
19 O 21.20 25.36 27.56
20 H 21.01 26.14 27.08
21 H 22.23 25.36 27.88



Entry c
# H14O7

A 7-piece molecular cluster, H14O7 overall (ωB97M-V/def2-TZVPD, OMol25).

## Properties
Structure (SMILES): O.O.O.O.O.O.O
HOMO level: -0.374 Ha

CARTESIAN COORDINATES (ANGSTROEM)
1 O 0.65 25.12 14.12
2 H 0.07 25.48 13.47
3 H -0.07 24.70 14.58
4 O 1.21 22.10 15.03
5 H 1.10 21.80 14.14
6 H 2.15 21.96 15.03
7 O -2.73 23.57 15.43
8 H -2.42 23.28 14.59
9 H -3.65 23.39 15.42
10 O -1.84 21.04 14.75
11 H -1.76 20.38 14.10
12 H -1.02 21.29 15.13
13 O -3.24 20.29 17.46
14 H -2.85 20.87 16.83
15 H -3.40 19.55 16.96
16 O -0.20 22.44 17.20
17 H -0.92 22.88 16.82
18 H 0.36 22.43 16.43
19 O 0.56 20.91 19.30
20 H -0.23 20.82 19.85
21 H 0.19 21.48 18.62



The structure with the least stability is entry b.



Entry a
# H14O7

A 7-piece molecular cluster, H14O7 overall (ωB97M-V/def2-TZVPD, OMol25).

## Properties
Structure (SMILES): O.O.O.O.O.O.O
HOMO level: -0.380 Ha

CARTESIAN COORDINATES (ANGSTROEM)
1 O -0.15 2.41 0.22
2 H 0.27 3.08 -0.29
3 H -0.31 1.76 -0.44
4 O -0.61 -1.85 2.42
5 H -0.77 -1.76 1.49
6 H -1.40 -2.34 2.77
7 O 2.01 -2.60 -0.49
8 H 2.95 -2.61 -0.54
9 H 1.87 -3.23 -1.14
10 O -2.84 0.56 0.47
11 H -1.96 0.10 0.31
12 H -2.99 1.17 -0.29
13 O -0.29 1.20 -2.46
14 H 0.67 1.28 -2.30
15 H -0.55 2.06 -2.80
16 O 1.75 0.68 1.32
17 H 1.18 1.39 1.16
18 H 1.69 0.49 2.25
19 O -0.48 -0.67 -0.31
20 H -0.48 -0.48 -1.23
21 H 0.46 -0.64 -0.12



Entry b
# H14O7

A 7-piece molecular cluster, H14O7 overall (ωB97M-V/def2-TZVPD, OMol25).

## Properties
Structure (SMILES): O.O.O.O.O.O.O
HOMO level: -0.412 Ha

CARTESIAN COORDINATES (ANGSTROEM)
1 O 0.41 0.68 -1.23
2 H 1.13 1.05 -0.75
3 H 0.18 -0.10 -0.65
4 O -2.74 -1.12 -1.43
5 H -2.66 -1.70 -2.20
6 H -2.75 -0.15 -1.69
7 O 2.09 -0.09 2.42
8 H 3.05 -0.06 2.46
9 H 1.90 -1.07 2.50
10 O -1.99 1.65 -2.26
11 H -1.29 1.69 -1.67
12 H -1.59 1.84 -3.09
13 O 1.48 -2.48 1.08
14 H 2.10 -2.08 0.50
15 H 0.62 -2.06 0.90
16 O 1.39 2.43 1.04
17 H 0.45 2.42 0.76
18 H 1.54 1.80 1.75
19 O -0.76 -1.06 0.55
20 H -1.48 -1.24 -0.08
21 H -1.08 -0.35 1.09



Entry c
# H14O7

A 7-piece molecular cluster, H14O7 overall (ωB97M-V/def2-TZVPD, OMol25).

## Properties
Structure (SMILES): O.O.O.O.O.O.O
HOMO level: -0.386 Ha

CARTESIAN COORDINATES (ANGSTROEM)
1 O -1.03 -0.22 2.99
2 H -0.69 0.65 2.78
3 H -0.41 -0.83 2.56
4 O -0.51 -2.17 0.61
5 H -1.41 -2.40 0.36
6 H -0.42 -1.23 0.37
7 O 0.21 0.58 0.24
8 H 1.04 0.72 -0.25
9 H 0.22 1.27 0.92
10 O -0.55 2.75 2.47
11 H -0.37 3.64 2.14
12 H -0.58 2.84 3.43
13 O -2.15 -0.26 -1.49
14 H -2.22 -1.21 -1.64
15 H -1.42 0.03 -2.04
16 O 2.56 0.49 -1.72
17 H 2.74 1.42 -1.57
18 H 1.75 0.48 -2.26
19 O 1.42 -2.35 -2.52
20 H 0.63 -2.78 -2.87
21 H 1.19 -1.42 -2.49



Entry d
# H14O7

A 7-piece molecular cluster, H14O7 overall (ωB97M-V/def2-TZVPD, OMol25).

## Properties
Structure (SMILES): O.O.O.O.O.O.O
HOMO level: -0.401 Ha

CARTESIAN COORDINATES (ANGSTROEM)
1 O -0.79 -2.37 1.51
2 H -1.35 -2.71 2.19
3 H -1.16 -1.48 1.29
4 O 1.23 1.30 1.86
5 H 0.29 1.44 1.98
6 H 1.47 1.95 1.20
7 O -1.81 0.04 0.93
8 H -1.88 0.03 -0.06
9 H -2.71 0.17 1.24
10 O 3.29 -0.79 0.46
11 H 4.06 -0.73 1.04
12 H 2.58 -1.08 1.08
13 O -2.01 -0.12 -1.75
14 H -1.06 -0.18 -1.76
15 H -2.27 -1.03 -1.54
16 O -0.25 2.41 -2.06
17 H -0.21 1.45 -2.00
18 H -0.84 2.55 -2.83
19 O 0.89 -0.13 -1.19
20 H 0.91 -0.01 -0.26
21 H 1.61 -0.70 -1.30



The structure with the least stability is entry c.



Entry a
# C3H3NOS

One molecule with the formula C3H3NOS (ωB97M-V/def2-TZVPD, OMol25).

## Properties
HOMO level: -0.349 Ha

CARTESIAN COORDINATES (ANGSTROEM)
1 C -0.38 0.26 0.19
2 C 1.73 0.12 -0.90
3 C -0.14 -0.60 1.15
4 N 1.00 -1.33 1.26
5 O 3.21 -1.85 0.20
6 S 1.90 -1.30 -0.03
7 H -1.09 0.98 -0.13
8 H 1.53 0.09 -1.96
9 H -0.86 -0.80 1.94



Entry b
# C3H3NOS

One molecule with the formula C3H3NOS (ωB97M-V/def2-TZVPD, OMol25).

## Properties
HOMO level (spin up / spin down): -0.296 / -0.296 Ha

CARTESIAN COORDINATES (ANGSTROEM)
1 C 0.04 1.21 0.02
2 C -0.69 0.14 0.02
3 C 2.02 -0.22 0.00
4 N 1.23 -1.23 0.00
5 O -0.18 -1.14 0.02
6 S 3.53 0.24 0.00
7 H 0.00 2.26 0.03
8 H -1.77 0.01 0.00
9 H 1.47 -2.21 -0.03



Entry c
# C3H3NOS

A 2-piece molecular cluster, C3H3NOS overall (ωB97M-V/def2-TZVPD, OMol25).

## Properties
HOMO level (spin up / spin down): -0.361 / -0.360 Ha

CARTESIAN COORDINATES (ANGSTROEM)
1 C -0.40 1.14 -1.71
2 C -0.75 -0.99 -0.52
3 C -0.69 0.43 -0.53
4 N -0.23 1.85 -2.64
5 O -1.58 -1.57 0.11
6 S 2.17 0.31 0.65
7 H 0.06 -1.50 -1.06
8 H -1.09 0.96 0.27
9 H 2.54 0.13 -0.67



The structure with the least stability is entry a.